[1]
Below is a cluster of 5 separate species, C9H31BO4 in total in a non-equilibrium geometry, with properties calculated with the ωB97M-V functional and the def2-TZVPD basis.

Each line ends with the natural charge from an NBO analysis.
Geometry (Å):
O1 1.0347 -0.4674 -0.5014  -0.89
H1 1.4616 -0.9083 0.2922  0.54
H2 0.8368 -1.1385 -1.2736  0.58
H3 0.1827 -0.0495 -0.1918  0.56
B1 0.1780 -2.3866 -2.3685  -0.82
H4 0.0563 -3.2411 -3.1435  0.03
H5 0.8597 -1.5408 -2.7984  -0.02
H6 -0.8735 -1.9139 -2.1757  -0.04
H7 0.6232 -2.8380 -1.3867  -0.03
C1 -2.9348 -0.8607 2.1153  -0.64
C2 -2.2213 -0.9154 0.7735  0.09
C3 -3.1683 -0.8246 -0.4150  -0.64
O2 -1.2595 0.1491 0.7257  -0.76
H8 -3.5717 0.0088 2.2947  0.21
H9 -2.2132 -0.8368 2.9358  0.21
H10 -3.5455 -1.7591 2.2424  0.22
H11 -1.6647 -1.8463 0.6360  0.20
H12 -3.9912 -1.5166 -0.2228  0.22
H13 -2.6048 -0.9644 -1.3331  0.25
H14 -3.6631 0.1552 -0.4187  0.19
H15 -1.6979 1.0038 0.6447  0.49
C4 0.6159 3.8835 -2.8255  -0.64
C5 -0.2124 2.7111 -2.3548  0.10
C6 -0.1849 1.5021 -3.2713  -0.63
O3 0.2653 2.2776 -1.0505  -0.75
H16 0.1796 4.3195 -3.7270  0.22
H17 1.6369 3.6086 -3.1172  0.20
H18 0.7187 4.6568 -2.0625  0.21
H19 -1.2377 3.0801 -2.2480  0.16
H20 -0.7206 1.7503 -4.1916  0.21
H21 -0.7049 0.6646 -2.8071  0.23
H22 0.8365 1.1615 -3.4368  0.22
H23 1.1781 2.5772 -0.9925  0.47
C7 2.4651 0.4647 2.4149  -0.64
C8 2.4588 -1.0070 2.7753  0.10
C9 1.6488 -1.3735 4.0126  -0.64
O4 2.0001 -1.7435 1.6188  -0.76
H24 1.4922 0.9209 2.2371  0.22
H25 3.0823 0.5970 1.5244  0.22
H26 2.9747 0.9783 3.2330  0.22
H27 3.4926 -1.3466 2.9181  0.17
H28 2.2142 -1.1231 4.9132  0.22
H29 1.3997 -2.4329 4.0685  0.21
H30 0.7369 -0.7755 4.0746  0.22
H31 1.8409 -2.6606 1.8632  0.50

Forces on the atoms, in the same order (eV/Å):
0.23 0.33 0.26
-0.31 -0.39 -0.37
0.14 -0.18 0.03
-0.15 -0.08 -0.01
-0.44 -0.21 -0.11
0.07 -0.82 -0.88
1.01 1.02 -0.45
-1.19 0.54 0.43
0.51 -0.48 1.26
0.16 -0.58 0.49
-0.63 0.53 -0.21
-0.29 0.56 0.86
0.72 0.01 -0.14
-0.04 0.08 -0.55
0.11 -0.17 -0.11
-0.03 0.11 0.03
0.21 0.15 0.36
0.22 -0.34 -0.59
-0.33 -0.30 -0.14
0.20 0.09 -0.07
-0.06 -0.08 -0.10
0.45 0.20 -0.59
0.44 -0.32 0.46
-0.43 0.28 0.11
-0.38 0.46 -0.17
-0.08 0.10 0.12
-0.08 -0.30 0.12
-0.30 0.02 0.02
-0.01 -0.26 0.31
0.34 -0.19 -0.18
-0.10 0.02 0.04
0.02 0.13 -0.29
0.00 -0.13 0.12
0.67 -0.17 0.18
0.06 -0.73 -0.14
-0.02 0.70 0.22
-0.25 0.37 0.02
-0.17 -0.25 0.14
-0.04 0.08 -0.02
-0.16 0.22 -0.07
-0.02 0.27 0.15
0.09 -0.07 -0.06
0.04 -0.02 -0.11
-0.14 -0.21 -0.18
-0.04 0.01 -0.18

## Properties
E_HOMO = -8.88 eV
frontier orbital gap = 9.3 eV
lowest unoccupied orbital energy = 0.449 eV
energy relative to the best compared isomer or geometry (same formula, charge and spin) = 0.0911 eV
E_tot = -18699.72068 eV

***

[2]
Below is a structure of composition C9H31HgO9 in a non-equilibrium geometry, with properties calculated with the ωB97M-V functional and the def2-TZVPD basis.

Each line ends with the natural charge from an NBO analysis.
Geometry (Å):
Hg1 -0.6980 3.3037 0.4050  1.56
C1 0.4069 -0.8983 0.4613  -0.73
C2 0.0271 0.5942 0.4621  0.81
O1 -1.1625 0.9460 0.5555  -0.76
O2 0.8643 1.4879 0.3113  -0.79
H1 0.7959 -1.1206 1.4550  0.26
H2 1.2240 -1.1527 -0.2138  0.23
H3 -0.3962 -1.6162 0.2949  0.24
C3 -0.7248 0.1621 4.1279  -0.24
O3 -1.1223 1.2470 4.9025  -0.69
H4 -0.1635 0.4921 3.2537  0.13
H5 -0.0789 -0.5194 4.6815  0.19
H6 -1.5621 -0.3957 3.7086  0.16
H7 -0.9261 2.0218 4.3707  0.46
C4 2.3677 -3.9545 -3.9803  -0.32
O4 2.1913 -2.8467 -3.1362  -0.15
H8 1.4754 -4.5794 -3.9421  0.33
H9 2.5288 -3.6205 -5.0053  0.27
H10 3.1381 -4.6379 -3.6233  0.30
H11 2.2327 -3.1319 -2.2205  0.53
C5 1.5374 5.0689 -1.5728  -0.27
O5 0.7561 3.9251 -1.3895  -0.77
H12 1.8042 5.2971 -2.6047  0.21
H13 0.9673 5.8865 -1.1316  0.19
H14 2.4883 5.0040 -1.0440  0.20
H15 1.3557 3.1756 -1.4058  0.52
C6 -3.7316 2.6209 1.9941  -0.25
O6 -3.0657 3.4538 1.0687  -0.78
H16 -4.4302 3.1528 2.6400  0.21
H17 -4.2836 1.8269 1.4913  0.20
H18 -2.9100 2.2075 2.5790  0.19
H19 -3.6919 3.6581 0.3702  0.51
C7 1.0403 -4.2615 -0.0608  -0.29
O7 2.3227 -3.8392 -0.5499  -0.78
H20 0.8126 -5.3170 -0.2092  0.20
H21 1.0995 -4.2624 1.0276  0.20
H22 0.1832 -3.6719 -0.3863  0.19
H23 2.9413 -4.1766 0.1020  0.52
C8 2.9290 0.6326 -2.0605  -0.25
O8 3.1984 1.6927 -1.1079  -0.75
H24 1.9805 0.7404 -2.5867  0.16
H25 3.7327 0.5743 -2.7945  0.21
H26 2.8656 -0.3150 -1.5255  0.14
H27 2.5506 1.6329 -0.4019  0.49
C9 -4.0164 -1.3191 0.6515  -0.24
O9 -3.6227 -0.5231 -0.4252  -0.74
H28 -4.2697 -0.6850 1.5011  0.16
H29 -4.9385 -1.8258 0.3669  0.20
H30 -3.2276 -2.0531 0.8166  0.15
H31 -2.7954 -0.0811 -0.2206  0.47

Forces on the atoms, in the same order (eV/Å):
-0.34 -1.42 -0.51
0.28 0.18 0.45
-0.95 -1.47 -0.76
-1.88 0.02 0.48
2.42 1.46 0.11
0.03 0.09 0.18
-0.03 0.49 -0.10
-0.36 0.66 -0.05
0.42 -0.85 -0.85
-0.20 0.68 0.07
0.33 0.07 -0.12
-0.11 0.02 0.18
-0.30 -0.13 0.25
-0.13 0.21 0.48
0.68 1.55 -0.45
0.00 -0.63 -2.69
-0.90 -0.39 0.27
-0.14 0.12 0.18
0.29 -0.16 0.52
0.30 -0.82 2.69
1.01 2.21 0.54
-1.20 -1.28 0.44
-0.55 -0.32 -0.18
0.21 0.19 -0.33
-0.07 -0.17 0.21
0.32 -0.73 -0.08
0.16 -1.25 1.10
0.80 1.11 -1.13
0.24 0.36 -0.11
0.22 -0.07 -0.09
-0.49 -0.31 0.30
0.04 0.33 -0.36
-0.33 -0.95 1.49
-0.84 0.16 -0.86
0.24 -0.08 -0.88
-0.30 0.62 0.14
0.50 0.24 -0.26
0.54 0.13 -0.25
0.07 0.35 0.90
-0.01 -0.23 -1.44
-0.13 0.35 -0.10
0.01 0.24 0.22
0.22 -0.25 0.04
-0.15 -0.38 0.25
-0.28 -0.09 -0.10
0.02 0.74 -1.20
0.30 -0.31 0.49
0.14 -0.12 -0.04
-0.20 -0.20 0.72
0.09 0.03 0.23

## Properties
E_HOMO (spin up / spin down) = -14.60 / -14.60 eV
frontier orbital gap (spin up / spin down) = 6.0 / 2.6 eV
lowest unoccupied orbital energy (spin up / spin down) = -8.644 / -11.969 eV
multiplicity = 2
energy relative to the best compared isomer or geometry (same formula, charge and spin) = 0.0000 eV
charge = +2
E_tot = -32415.25073 eV
⟨S²⟩ = 0.75

***

[3]
Below is a structure of composition C9H32AsBe2F6O11 in a non-equilibrium geometry, with properties calculated with the ωB97M-V functional and the def2-TZVPD basis.

Each line ends with the natural charge from an NBO analysis.
Geometry (Å):
Be1 1.7440 1.1434 -18.8318  1.71
Be2 -2.3234 3.4128 -19.0116  1.64
C1 -1.0141 1.0220 -18.9083  0.94
O1 -0.2988 0.0019 -18.5918  -0.87
O2 -2.2704 1.0613 -18.9759  -0.83
O3 -0.3716 2.1543 -19.1283  -0.94
As1 2.4819 3.4358 -22.2113  2.83
F1 2.7329 4.8401 -21.2281  -0.62
F2 1.7598 2.5082 -20.8088  -0.70
F3 2.2350 1.9757 -23.1534  -0.63
F4 3.1951 4.1962 -23.5884  -0.60
F5 4.0385 2.8213 -21.7461  -0.62
F6 0.8709 3.9438 -22.6339  -0.62
C2 1.0527 -0.5180 -22.2021  -0.24
O4 0.9792 -0.2264 -20.7802  -0.78
H1 0.8485 -1.5814 -22.3609  0.17
H2 0.2554 0.0360 -22.6916  0.19
H3 2.0793 -0.3507 -22.5030  0.22
H4 0.0849 -0.4978 -20.5418  0.49
C3 -4.2319 1.4703 -16.6552  -0.26
O5 -4.0010 2.8862 -16.9155  -0.78
H5 -4.4006 0.9512 -17.5894  0.21
H6 -3.4033 1.0862 -16.0629  0.20
H7 -5.1250 1.4619 -16.0280  0.18
H8 -4.0998 3.3549 -16.0813  0.50
C4 -1.5867 -0.8776 -15.4182  -0.25
O6 -1.2560 0.4387 -15.9124  -0.78
H9 -1.2514 -1.0409 -14.3956  0.19
H10 -2.6739 -0.9326 -15.3792  0.18
H11 -1.1510 -1.6417 -16.0576  0.19
H12 -1.2735 0.3398 -16.8761  0.49
C5 0.1714 5.3431 -19.8764  -0.29
O7 -1.1521 5.5926 -19.3635  -0.78
H13 0.3284 4.2739 -19.9902  0.21
H14 0.4353 5.9378 -20.7429  0.23
H15 0.9366 5.6117 -19.1400  0.19
H16 -1.5066 6.2776 -19.9441  0.51
C6 -1.4573 -3.1814 -18.8316  -0.26
O8 -2.2651 -2.0909 -18.4117  -0.75
H17 -2.0163 -4.1143 -18.7219  0.19
H18 -1.2884 -3.1862 -19.9139  0.16
H19 -0.5906 -3.2327 -18.1703  0.17
H20 -1.7084 -1.3047 -18.5142  0.48
C7 -5.7731 2.4434 -19.8730  -0.26
O9 -4.3722 2.4254 -20.1703  -0.80
H21 -5.9406 3.1736 -19.0878  0.19
H22 -6.3423 2.6643 -20.7780  0.19
H23 -6.1698 1.4723 -19.5669  0.18
H24 -4.2200 1.6459 -20.7404  0.53
C8 2.1647 1.4377 -15.4213  -0.26
O10 1.2749 1.5426 -16.5504  -0.81
H25 3.2081 1.6109 -15.6577  0.20
H26 1.7733 2.1573 -14.7006  0.20
H27 2.0404 0.4567 -14.9590  0.19
H28 0.3775 1.2784 -16.2427  0.54
C9 -3.5710 -1.3525 -21.6808  -0.25
O11 -3.5031 0.0157 -21.2909  -0.77
H29 -2.6096 -1.8418 -21.8734  0.16
H30 -4.1069 -1.9603 -20.9523  0.18
H31 -4.0504 -1.3048 -22.6579  0.19
H32 -3.1107 0.0622 -20.4075  0.49

Forces on the atoms, in the same order (eV/Å):
-4.74 0.33 -0.96
0.77 -2.86 -0.39
1.04 1.30 -0.10
0.48 0.82 -0.02
-0.33 0.93 0.30
-0.24 0.64 0.67
1.01 -0.65 -2.10
-0.45 -0.37 0.21
0.28 -0.24 1.33
-0.09 0.50 0.51
-0.46 0.05 0.49
-0.38 0.03 0.45
0.39 -0.01 0.52
0.15 -0.61 0.45
0.19 -0.07 0.23
0.02 -0.04 0.21
0.57 0.40 -0.39
-0.27 0.53 -0.40
0.34 0.09 0.62
-0.38 0.83 0.96
0.75 0.10 -1.22
0.18 0.04 -0.03
0.00 -0.20 -0.39
-0.14 -0.43 -0.19
0.14 0.11 -0.05
-0.30 0.17 0.22
0.61 -0.05 0.10
0.35 0.45 -0.05
-0.04 -0.43 -0.25
-0.22 -0.06 -0.02
-0.11 -0.12 0.26
1.82 -0.54 0.82
-0.97 -1.11 -0.02
-0.27 0.13 -0.66
-0.52 -0.28 -0.39
-0.45 0.29 0.30
-0.51 -0.10 0.23
-0.76 -0.54 0.16
-0.13 0.14 -0.33
-0.15 0.18 0.48
0.71 0.45 0.12
0.40 -0.18 -0.59
-0.13 -0.16 0.06
-0.41 0.01 -0.28
0.49 0.42 0.36
-0.12 0.04 -0.08
0.08 0.48 0.07
0.49 -0.10 0.34
0.42 0.08 0.01
-1.03 -0.21 0.91
1.21 -0.09 -1.96
-0.13 0.19 -0.34
0.54 0.15 0.09
0.25 -0.08 -0.16
0.01 -0.38 -0.28
-0.25 0.03 -0.77
0.46 0.01 0.54
0.26 0.41 0.30
-0.21 0.06 -0.14
-0.34 -0.44 0.19
0.09 -0.05 0.05

## Properties
E_HOMO = -12.87 eV
frontier orbital gap = 6.4 eV
lowest unoccupied orbital energy = -6.419 eV
charge = +1
E_tot = -110311.48252 eV

***

Question: Among the records above, which one has the highest E_tot?
Answer: C9H31BO4